(1)
The following is a DFT calculation (ωB97M-V with the def2-TZVPD basis set) of C4H28BO22 as an isolated structure.

```
! RIJCOSX wB97M-V def2-TZVPD def2/J DEFGRID3
* xyz -1 1
O 28.515 -22.708 51.350
C 28.324 -21.735 50.514
O 27.592 -21.798 49.469
B 27.991 -20.757 48.599
O 29.096 -20.080 49.192
C 29.351 -20.761 50.250
O 30.268 -20.422 50.994
O 26.925 -19.812 48.286
C 26.729 -19.682 47.087
O 26.040 -18.966 46.499
C 27.561 -20.713 46.408
O 28.300 -21.280 47.234
O 27.977 -20.692 45.244
O 27.986 -25.483 49.378
H 27.902 -25.179 50.292
H 27.035 -25.724 49.110
O 30.500 -20.802 44.510
H 29.655 -20.746 44.710
H 30.871 -19.981 44.517
O 28.174 -17.062 47.473
H 28.346 -16.250 46.824
H 27.203 -17.200 47.273
O 24.177 -19.561 50.123
H 23.911 -18.760 49.689
H 25.022 -19.733 49.615
O 28.142 -25.057 53.906
H 28.943 -24.547 53.784
H 27.621 -24.486 53.360
O 29.194 -22.212 54.098
H 28.540 -21.562 53.782
H 30.056 -21.891 54.343
O 24.021 -16.587 46.432
H 24.515 -17.129 45.957
H 23.271 -16.341 46.018
O 25.773 -23.685 47.934
H 26.149 -23.981 47.241
H 26.459 -23.264 48.506
O 29.924 -18.004 52.069
H 30.251 -18.791 51.648
H 29.076 -17.597 51.671
O 27.838 -17.091 50.345
H 27.886 -16.063 50.272
H 27.988 -17.318 49.459
O 26.157 -22.313 43.817
H 27.038 -22.223 44.078
H 25.664 -21.636 44.302
O 26.893 -24.628 51.993
H 26.068 -24.120 52.004
H 27.601 -23.906 51.872
O 32.611 -21.249 52.495
H 31.886 -20.743 52.014
H 32.790 -22.047 52.037
O 30.580 -24.357 52.330
H 30.091 -23.670 52.075
H 31.284 -24.255 51.791
*
```

## Properties
**Relative energy (zero: lowest compared OMol25 entry of this formula, charge and spin)**: 143.92 kcal/mol
**E_LUMO**: 0.6 eV
**Frontier orbital gap**: 7.84 eV
**E_HOMO**: -7.3 eV

Löwdin population analysis, charges in e, atoms 1 to 6: 0.07, -0.23, 0.32, -0.90, 0.34, -0.34

(2)
The following is a DFT calculation (ωB97M-V with the def2-TZVPD basis set) of a 9-piece molecular cluster, C4H28N2O10 overall.

```
! RIJCOSX wB97M-V def2-TZVPD def2/J DEFGRID3
* xyz 1 2
C -0.095 0.708 -2.384
N -0.287 -0.810 -2.905
C -1.528 -1.492 -2.544
O -1.315 -2.228 -1.345
C 0.803 0.755 -1.194
C 0.094 0.350 0.137
O 0.775 0.975 1.247
N 1.435 2.166 -1.225
H 0.465 1.106 -3.198
H -1.059 1.278 -2.349
H 0.385 -1.356 -2.416
H -1.765 -2.165 -3.295
H -2.379 -0.781 -2.469
H -1.993 -2.589 -0.905
H 1.756 0.069 -1.163
H -0.066 -0.649 0.501
H -1.032 0.675 -0.024
H 0.184 1.851 1.424
H 2.362 2.218 -1.077
H 0.807 2.880 -0.865
H -0.166 -1.201 3.893
H -1.001 -2.094 3.089
O -0.582 -1.264 3.036
H -2.431 1.309 3.264
H -3.320 2.387 2.617
O -2.865 1.549 2.460
H -1.162 -4.408 2.490
H -0.074 -3.910 1.772
O -0.440 -3.794 2.630
H -3.204 0.753 -0.956
H -2.682 1.343 0.282
O -2.629 1.509 -0.745
H 0.553 -2.985 -0.743
H 2.019 -2.659 -0.458
O 1.418 -3.318 -0.252
H 0.504 2.585 -3.554
H 1.335 3.530 -2.902
O 0.840 3.426 -3.667
H 1.728 -0.120 2.441
H 1.564 -0.487 3.997
O 2.170 -0.292 3.223
H 3.350 1.450 2.056
H 3.805 1.595 0.642
O 3.725 2.137 1.433
*
```

## Properties
**Relative energy (zero: lowest compared OMol25 entry of this formula, charge and spin)**: 109.52 kcal/mol
**E_LUMO (spin up / spin down)**: -3.3 / -8.8 eV
**Frontier orbital gap (spin up / spin down)**: 10.41 / 4.83 eV
**E_HOMO (spin up / spin down)**: -13.7 / -13.7 eV

Löwdin population analysis, charges in e, atoms 1 to 6: -0.10, 0.08, -0.23, -0.01, -0.22, -0.18

(3)
The following is a DFT calculation (ωB97M-V with the def2-TZVPD basis set) of a 11-piece molecular cluster, C4H29N2O12 overall.

```
! RIJCOSX wB97M-V def2-TZVPD def2/J DEFGRID3
* xyz 2 2
N -2.620 -0.585 0.064
C -1.583 0.000 1.000
C -0.799 -1.131 1.810
C -0.693 -2.419 1.058
O -0.146 -2.564 -0.006
C -2.346 0.967 1.941
N -1.537 1.667 2.750
O -3.547 0.894 1.925
H -3.309 -0.967 0.722
H -3.068 0.228 -0.365
H -2.152 -1.123 -0.679
H -0.768 0.313 0.381
H 0.242 -0.771 1.916
H -1.279 -1.224 2.783
H -1.039 -3.464 1.342
H -1.897 2.448 3.278
H -0.548 1.600 2.544
H -1.643 3.242 -3.128
H -1.028 2.350 -4.123
O -1.745 2.346 -3.464
H 3.697 0.799 3.224
H 3.700 0.498 1.718
O 3.495 1.182 2.364
H 3.735 -1.417 -1.257
H 4.504 -1.344 -2.629
O 3.639 -1.354 -2.208
H 2.093 -0.109 -2.573
H 1.748 0.770 -1.237
O 1.447 0.405 -2.065
H 1.794 0.176 4.043
H 1.592 -1.000 3.080
O 1.115 -0.389 3.658
H -3.286 0.887 -2.768
H -1.968 0.266 -3.084
O -2.793 0.068 -2.628
H 1.711 -2.015 0.996
H 3.125 -2.599 1.359
O 2.457 -1.940 1.580
H 1.405 1.930 -3.373
H 1.365 3.111 -4.404
O 0.974 2.263 -4.175
H -2.870 -2.236 -2.820
H -1.885 -3.276 -2.279
O -2.616 -2.712 -2.015
H 1.374 2.443 2.550
H 1.237 1.753 1.217
O 0.718 2.036 1.973
*
```

## Properties
**E_LUMO (spin up / spin down)**: -9.0 / -13.0 eV
**Frontier orbital gap (spin up / spin down)**: 6.91 / 2.91 eV
**E_HOMO (spin up / spin down)**: -16.0 / -16.0 eV

Löwdin population analysis, charges in e, atoms 1 to 6: 0.23, -0.12, -0.02, -0.05, 0.30, -0.47